The following is a DFT calculation (the ωB97M-V functional and the def2-TZVPD basis) of a structure of composition Cd2H14O8 in a non-equilibrium geometry.

Positions of all 24 atoms, in Å:
1 Cd -10.20397 -21.34622 -8.16012
2 Cd -11.25978 -19.58142 -5.98084
3 O -10.59950 -19.43030 -7.80758
4 H -10.76140 -18.61099 -8.31459
5 O -11.20783 -21.54954 -6.47515
6 H -11.25296 -22.52486 -6.51042
7 O -13.94136 -22.62623 -5.76254
8 H -13.12585 -22.19928 -6.02503
9 H -14.03962 -23.35402 -6.37646
10 O -10.35370 -22.45002 -4.08833
11 H -10.79781 -22.32505 -4.92701
12 H -9.45362 -22.67434 -4.32448
13 O -12.52497 -25.11376 -7.11245
14 H -12.34241 -25.01753 -6.17776
15 H -13.35912 -25.58198 -7.14709
16 O -10.03827 -23.51567 -8.01955
17 H -10.76356 -24.08438 -7.76116
18 H -9.33958 -24.11842 -8.27403
19 O -9.25577 -19.64577 -5.38076
20 H -8.73346 -19.97630 -4.64989
21 H -8.61356 -19.43374 -6.05814
22 O -11.53076 -20.11640 -3.87619
23 H -11.20167 -20.95479 -3.55211
24 H -11.88162 -19.68002 -3.09985

Atomic forces in eV per Å
3.039 -0.997 -4.875
-2.789 1.849 2.627
-0.327 4.589 -1.976
0.283 -0.679 0.006
-2.087 -3.943 2.172
-0.402 0.754 0.261
-0.171 -0.029 0.408
0.204 0.295 -0.196
-0.107 -0.117 -0.249
0.132 -0.315 0.937
-0.093 0.297 -0.448
0.297 -0.133 0.124
0.434 0.488 -0.122
-0.027 -0.152 0.475
-0.231 -0.288 -0.204
0.225 -1.309 0.268
-0.861 -0.684 -0.081
0.524 -0.156 -0.284
2.143 0.106 0.592
-0.053 -0.132 0.562
0.259 0.229 -0.563
-0.726 1.005 0.603
0.661 -1.127 -0.128
-0.328 0.450 0.093

2S+1: 2
Frontier orbital gap (alpha / beta) in eV: 5.08 / 10.00
Net charge: +1

The following is a DFT calculation (the ωB97M-V functional and the def2-TZVPD basis) of a structure of composition Cd2H22O15P in a non-equilibrium geometry.

Positions of all 40 atoms, in Å:
1 Cd -1.19946 1.20845 -1.63051
2 Cd 0.79060 -1.96216 1.89520
3 P -0.06966 -0.26511 0.18236
4 O -1.42764 -0.33100 -0.47914
5 O 0.84406 -1.53174 0.01396
6 O 0.04031 -0.21119 1.73836
7 O 0.43395 1.03911 -0.49084
8 O 1.30933 1.86581 2.85471
9 H 0.92138 1.04285 2.55729
10 H 0.85581 2.54108 2.35016
11 O -3.56792 -1.00235 0.92684
12 H -2.77860 -0.66130 0.50625
13 H -3.24185 -1.59074 1.60780
14 O -2.31316 2.41630 -0.19468
15 H -2.30033 2.29273 0.75442
16 H -3.00841 3.05708 -0.34389
17 O 2.70060 -2.29462 -1.49214
18 H 2.83759 -3.18131 -1.15860
19 H 2.03265 -1.92221 -0.91648
20 O -0.26328 0.18931 -3.11651
21 H -0.52699 -0.09740 -3.99086
22 H 0.68004 0.02977 -3.08597
23 O 2.76144 -0.95071 2.22189
24 H 3.49970 -1.43878 2.58658
25 H 3.04371 -0.03635 2.24430
26 O 0.13338 -3.74954 -1.09022
27 H 0.41156 -2.87377 -0.82213
28 H -0.16026 -3.64164 -1.99486
29 O -2.07499 1.62667 2.41576
30 H -1.61506 2.07929 3.12275
31 H -1.46471 0.94742 2.12868
32 O -2.47444 -2.31185 -1.83324
33 H -3.41388 -2.13526 -1.78322
34 H -2.07121 -1.61369 -1.31728
35 O 2.71316 1.28207 -1.64492
36 H 1.90780 1.10100 -1.16031
37 H 2.45811 1.93164 -2.30008
38 O 1.00423 3.22361 0.53739
39 H 0.84564 2.35893 0.15872
40 H 1.74687 3.56979 0.04253

Atomic forces in eV per Å
-3.252 5.164 -3.192
2.166 -5.103 4.503
2.116 0.395 0.310
-0.901 -3.833 3.045
-1.340 2.007 -3.527
-3.449 3.884 -0.590
2.260 -1.842 2.021
0.441 -0.315 0.969
-0.207 0.020 -0.009
0.270 0.504 -0.461
-0.543 -0.011 0.258
0.068 0.034 -0.130
-0.185 -0.204 0.206
-0.482 0.693 -1.409
0.325 -0.534 1.653
-0.228 0.266 -0.245
0.915 -0.024 -0.574
0.032 -0.339 -0.214
0.245 0.150 -0.120
0.592 -0.761 -1.911
-0.404 -0.191 -0.406
0.879 -0.024 0.333
0.377 -0.841 0.369
0.445 -0.203 0.078
-0.309 0.904 -0.041
-0.062 -0.746 0.271
-0.112 0.012 -0.326
-0.255 -0.189 -0.198
-0.511 0.383 -0.522
0.162 0.278 0.283
0.342 -0.510 0.268
-0.031 -0.314 -0.815
-0.330 -0.147 0.090
-0.005 -0.135 0.246
0.691 -0.097 -0.614
-0.129 -0.021 0.308
0.207 0.303 -0.208
-0.221 1.359 0.138
0.116 -0.217 0.045
0.306 0.245 0.120

Frontier orbital gap in eV: 7.02
Energy relative to the best compared isomer or geometry (same formula, charge and spin) in eV: 2.5662
Net charge: +1

The following is a DFT calculation (the ωB97M-V functional and the def2-TZVPD basis) of a structure of composition CdF22N2O8P3S4 in a non-equilibrium geometry.

Positions of all 40 atoms, in Å:
1 Cd 0.68810 0.64202 -0.26682
2 N -6.09945 -1.55762 0.94699
3 S -5.80844 -0.71455 2.11450
4 O -5.68517 0.71172 1.79110
5 O -5.03107 -1.20735 3.23518
6 F -7.26008 -0.69058 2.79130
7 S -4.53329 -2.02274 0.54775
8 O -4.26549 -3.44257 0.88539
9 O -3.42007 -1.01915 0.48658
10 F -4.82075 -2.19902 -1.04113
11 N 3.22713 -1.77420 0.54459
12 S 3.23456 -3.44421 0.89779
13 O 3.02937 -3.76787 2.27693
14 O 4.09738 -4.25666 0.11606
15 F 1.79443 -3.81243 0.14436
16 S 4.83162 -1.79726 0.69345
17 O 5.61151 -1.94152 -0.48448
18 O 5.45367 -2.21016 1.99437
19 F 4.82871 -0.15914 0.87245
20 P 0.56893 4.91463 -2.30184
21 F -0.46994 3.92924 -1.45064
22 F 1.04172 5.47309 -0.81822
23 F 1.57585 3.63232 -2.09359
24 F 1.70619 5.78513 -3.06981
25 F -0.05828 4.17478 -3.63212
26 F -0.56822 6.07304 -2.33270
27 P 0.47439 -1.57266 -5.39224
28 F 1.55655 -2.61868 -4.64562
29 F -0.00949 -0.98911 -3.98896
30 F 1.62417 -0.43467 -5.24904
31 F -0.59970 -0.59911 -6.18866
32 F 0.99140 -2.06254 -6.84040
33 F -0.64001 -2.70520 -5.25069
34 P 0.42586 1.69382 4.95634
35 F 1.87771 1.04097 5.31883
36 F -0.07957 0.88326 6.32549
37 F 0.77698 3.04704 5.82101
38 F -1.04584 2.27542 4.70452
39 F 0.86174 2.29785 3.52109
40 F 0.11678 0.42447 4.06074

Atomic forces in eV per Å
0.197 0.201 -0.150
2.602 -3.699 -4.030
-0.966 7.486 7.165
0.487 -1.908 0.185
0.080 -0.195 -1.635
-0.555 -0.506 -0.312
2.319 -2.814 -3.586
-0.471 3.600 0.200
-3.196 -2.353 1.076
-0.241 0.414 0.881
0.805 -3.743 1.215
-5.595 -2.465 -0.406
0.007 0.719 -0.949
0.941 0.357 -0.034
1.200 0.952 1.122
4.493 5.617 2.567
-0.314 -0.605 -0.195
-2.275 0.287 -3.355
0.238 -0.617 -0.055
-1.264 -1.312 1.761
-0.898 -0.020 0.420
0.345 0.167 -1.146
1.164 0.129 -0.572
-1.212 -0.788 0.316
1.089 1.418 0.268
0.876 -0.366 -0.644
0.954 -0.002 0.320
-0.767 0.541 -0.505
-0.938 0.180 1.600
0.171 0.201 -1.452
0.799 -0.216 0.602
0.083 -0.130 0.320
-0.256 -0.497 -0.668
-0.271 -0.843 1.779
0.336 1.080 -0.747
-0.364 0.941 -0.730
0.220 -0.798 -0.798
-0.355 0.008 0.300
1.470 1.765 0.016
-0.939 -2.188 -0.143

Frontier orbital gap in eV: 2.11
Energy relative to the best compared isomer or geometry (same formula, charge and spin) in eV: 0.0000
Net charge: -3

The following is a DFT calculation (the ωB97M-V functional and the def2-TZVPD basis) of a structure of composition CdI3NO3 in a non-equilibrium geometry.

Positions of all 8 atoms, in Å:
1 Cd 0.23090 0.86651 -1.12466
2 N -0.22798 -1.46511 1.10412
3 O -0.28100 -0.93276 -0.03440
4 O -1.16609 -1.64335 1.90796
5 O 0.83135 -2.07221 1.42820
6 I -2.53815 1.92761 -0.91523
7 I 1.33800 1.30806 -3.45843
8 I 1.81297 2.01126 1.09244

Atomic forces in eV per Å
-0.519 0.950 1.381
1.800 -3.600 2.372
-1.204 -0.032 0.194
-0.717 1.743 -1.640
0.047 1.132 -0.931
0.380 -0.091 -0.177
0.368 -0.028 -0.838
-0.154 -0.073 -0.361

Frontier orbital gap in eV: 6.88
Net charge: -2